86
Properties=species:S:1:pos:R:3:forces:R:3 method="wB97M-V/def2-TZVPD" largest_force_ev_per_a=1.5 e_homo_ev=-11.0 homo_lumo_gap_ev=8.91 charge=+1 lumo_energy_ev=-2.0721
C 2.20229 -1.04291 -0.24130 0.62 0.19 -0.08
C 1.75748 -0.87956 -1.68499 0.10 0.07 0.07
Cl 2.37621 -2.18367 -2.74400 0.01 -0.07 0.08
C 0.27720 -0.54513 -1.89598 0.32 -0.10 -0.42
Cl 0.05456 -0.19878 -3.66088 0.00 -0.09 -0.01
C -0.80392 -1.51394 -1.40788 0.33 -0.71 0.93
C -0.49989 -2.99666 -1.72338 -0.04 1.45 0.21
C -1.06562 -3.60872 -2.80575 -0.32 -0.43 -0.74
C -0.74332 -4.92839 -3.08381 -0.04 0.40 0.12
C 0.14363 -5.53741 -2.23579 -0.15 -0.63 -0.51
C 0.62656 -4.83594 -1.15992 0.73 0.08 1.02
N 0.33775 -3.57431 -0.85943 -0.49 -0.46 -0.71
C -1.07110 -1.46594 0.12478 -0.39 0.41 -0.11
C -2.03437 -0.35940 0.60971 -0.09 -0.24 -0.24
C -2.21658 0.82441 -0.33468 0.19 -0.71 0.34
C -2.48013 0.33052 -1.75837 -0.56 1.03 0.46
N -2.11462 -1.09524 -1.99888 -0.04 -0.03 -0.25
H 1.60590 -0.44050 0.43208 -0.22 0.00 0.19
H 2.27094 -2.06814 0.08842 -0.44 -0.22 0.09
H 3.20651 -0.63604 -0.16040 0.20 0.00 -0.01
H 2.28122 -0.01048 -2.05706 -0.10 0.19 -0.24
H 0.14805 0.42214 -1.42473 -0.13 0.11 0.20
H -1.75768 -3.12102 -3.47064 -0.08 0.20 -0.04
H -1.17919 -5.41931 -3.93521 -0.02 -0.19 -0.15
H 0.45434 -6.55547 -2.39811 0.07 -0.16 0.05
H 1.30430 -5.34422 -0.48574 0.09 0.07 0.12
H -1.55597 -2.40977 0.34632 0.08 -0.27 0.16
H -0.15108 -1.47297 0.68673 0.24 0.02 -0.08
H -3.01909 -0.80288 0.75508 -0.14 -0.12 0.05
H -1.73279 -0.02744 1.59059 0.03 0.22 0.25
H -1.36067 1.48755 -0.25838 0.12 0.15 -0.24
H -3.08977 1.37129 -0.00405 -0.04 0.32 0.06
H -3.53971 0.41214 -1.96756 -0.24 -0.24 -0.06
H -2.00020 0.98834 -2.46804 0.33 -0.32 -0.38
H -2.18327 -1.25493 -3.00946 0.12 -0.19 0.03
H -2.81648 -1.70684 -1.57991 -0.14 0.02 -0.08
C -0.36629 0.26339 4.96363 -0.16 -0.11 -0.21
C -1.11741 1.41029 4.33503 0.04 0.04 0.06
O -1.91815 1.22863 3.44129 0.02 -0.07 -0.09
C -0.82738 2.79021 4.85619 -0.21 0.05 -0.22
H -0.66743 -0.67180 4.49560 0.00 0.00 0.01
H 0.70730 0.40007 4.82580 0.02 0.04 0.13
H -0.58796 0.21344 6.03028 0.13 0.06 0.04
H 0.22704 3.02884 4.70926 0.03 -0.01 0.16
H -1.06564 2.85204 5.91870 0.16 -0.01 0.04
H -1.43029 3.51712 4.31776 0.02 0.03 0.03
C -0.22701 5.61292 1.86939 -0.18 -0.08 0.16
C 0.37969 6.18476 3.12914 -0.03 0.01 -0.01
O -0.21856 6.17751 4.17925 0.00 -0.06 0.00
C 1.76864 6.76257 3.01240 -0.02 0.02 0.23
H -1.22357 5.23358 2.08771 -0.01 0.03 0.02
H -0.30309 6.39049 1.10721 0.12 -0.06 -0.07
H 0.39233 4.79367 1.49887 0.08 0.10 -0.10
H 1.77263 7.58472 2.29495 0.06 -0.08 -0.10
H 2.46451 5.98995 2.67995 -0.01 0.04 -0.14
H 2.08807 7.13709 3.98212 -0.02 0.00 0.00
C 2.27517 2.79349 -1.56270 -0.16 -0.05 0.17
C 2.87328 3.35671 -0.29387 0.09 0.04 0.07
O 2.26410 3.34301 0.75082 -0.10 -0.05 -0.04
C 4.26147 3.93467 -0.39386 -0.08 0.03 0.22
H 1.27658 2.41183 -1.35210 0.00 0.05 0.02
H 2.20391 3.57250 -2.32249 0.11 -0.06 -0.08
H 2.89875 1.98116 -1.94051 0.09 0.16 -0.12
H 4.27232 4.76125 -1.10590 0.07 -0.09 -0.11
H 4.96355 3.16759 -0.72401 0.01 0.06 -0.14
H 4.57150 4.30232 0.58120 -0.01 -0.01 0.00
C 5.33659 -2.78930 3.06291 -0.08 0.23 0.05
C 3.85558 -2.80797 2.77946 0.03 -0.02 0.02
O 3.16577 -1.82755 2.94082 -0.07 0.05 -0.07
C 3.26967 -4.10866 2.28217 -0.21 0.16 -0.02
H 5.62623 -1.80084 3.41143 -0.01 0.00 0.00
H 5.57920 -3.52283 3.83291 0.06 -0.10 -0.10
H 5.89411 -3.02470 2.15496 0.03 -0.14 0.05
H 3.42704 -4.89629 3.02003 0.11 -0.06 -0.08
H 3.74481 -4.39696 1.34237 0.09 -0.10 0.07
H 2.20030 -3.98467 2.11816 0.01 0.01 0.01
C -6.12602 -2.83641 -4.88311 0.21 -0.21 0.09
C -5.01347 -1.95691 -4.38905 -0.11 -0.13 -0.12
O -3.97885 -2.43535 -3.96017 0.12 0.34 0.18
C -5.23940 -0.46934 -4.45820 0.27 -0.08 0.14
H -5.83863 -3.88008 -4.78238 0.00 0.01 0.00
H -7.02934 -2.65758 -4.29835 -0.07 0.09 -0.12
H -6.33026 -2.62311 -5.93306 -0.13 0.09 0.04
H -6.10633 -0.19495 -3.85547 -0.09 0.01 -0.13
H -5.41238 -0.16833 -5.49154 -0.15 0.01 0.02
H -4.36423 0.05743 -4.08434 0.02 0.04 -0.04